Here is 5 unconnected molecules or ions with the total composition C22H50BN3O8P in a non-equilibrium geometry from OMol25. Energies are from ωB97M-V/def2-TZVPD.

CARTESIAN COORDINATES (ANGSTROEM)
P -2.209 3.660 -2.137
O -1.222 4.619 2.165
O -3.918 10.331 -0.155
O 0.472 -4.436 4.754
O 4.094 -3.481 0.358
O -1.106 -0.758 2.523
O -3.369 3.642 1.204
O 0.463 -4.512 -5.003
O -2.257 5.278 -1.578
N -1.816 -2.701 -2.217
N -3.810 2.878 -1.944
N -0.250 1.617 -1.769
C -3.734 9.257 -1.068
C 4.495 -3.881 1.665
C 4.443 0.119 1.742
C -0.450 -4.915 3.783
C 1.849 -0.370 1.141
C 5.047 -5.292 1.635
C 0.070 1.683 2.894
C 1.418 -0.332 -2.088
C -0.027 1.680 1.310
C -1.843 -4.981 4.376
C -3.558 7.953 -0.315
C 0.645 0.684 -1.092
C -1.150 0.536 3.303
C -1.068 2.579 -1.046
C 0.227 -1.202 -2.803
C 0.910 -2.711 -6.546
C -0.986 2.633 0.491
C 3.368 -0.235 0.605
C -0.960 -1.539 -1.743
C -0.551 -0.856 4.035
C 0.828 0.664 0.459
C 0.295 -4.083 -6.349
B -1.945 3.687 1.320
H -3.677 2.740 0.933
H -0.775 -4.069 -6.581
H -4.612 9.209 -1.715
H -0.430 -4.232 2.930
H -1.290 -1.712 4.241
H -1.863 -5.647 5.244
H 0.443 -1.978 -5.880
H -4.430 7.752 0.313
H -0.525 -1.787 -0.703
H 0.453 -5.050 5.500
H 5.288 0.715 1.222
H -1.318 5.479 -1.320
H 1.887 -0.298 2.277
H -2.202 0.955 3.692
H 1.984 0.220 -2.913
H -4.556 3.476 -2.331
H -1.928 5.072 2.686
H 0.790 -2.374 -7.578
H 4.941 -0.807 2.189
H -3.746 2.077 -2.608
H 5.257 -3.181 2.014
H 3.631 -1.257 0.139
H -0.234 2.658 3.396
H 5.364 -5.609 2.631
H -1.900 -3.362 -1.418
H -0.122 -5.902 3.443
H 4.047 0.822 2.562
H -2.565 -5.342 3.640
H 0.778 -4.814 -7.000
H 0.440 -1.212 3.592
H -0.337 1.573 -2.805
H -2.778 -2.327 -2.346
H 2.056 -1.093 -1.532
H 1.467 -1.428 0.893
H -3.422 7.118 -1.006
H -2.691 8.004 0.351
H -1.696 -0.651 -1.642
H 4.294 -5.994 1.265
H 1.975 -2.729 -6.302
H -0.250 -0.528 -3.595
H 3.400 0.518 -0.261
H 5.901 -5.355 0.956
H 3.414 -4.100 0.060
H -3.133 10.374 0.407
H 3.632 -3.814 2.335
H 0.598 -2.202 -3.207
H -2.159 -3.994 4.725
H -2.858 9.470 -1.690
H 0.023 -3.866 -4.434
H 1.041 1.270 3.319

Lowest unoccupied orbital energy   -4.23 eV
Frontier orbital gap   7.26 eV
E_tot   -2000.18655 Ha
Net charge   +1
HOMO level   -11.4914 eV
Largest force on an atom   5.72 eV/Å

Atomic partial charges in e from the Mulliken method, atoms 1 to 8:
1. P -0.026
2. O -0.534
3. O -0.514
4. O -0.507
5. O -0.496
6. O -0.317
7. O -0.644
8. O -0.511